[1]
98
Properties=species:S:1:pos:R:3:forces:R:3 method="wB97M-V/def2-TZVPD" smiles="NC(N)=O.NC(N)=O.NC(N)=O.NC(N)=O.CC(C)O.CC(C)O.CC(C)O.CC(C)O.CO.CO.CO" homo_ev=-7.872
N 15.80435 10.80859 28.87510 1.98 2.32 -0.48
C 14.80901 10.47959 29.66216 -2.54 3.25 4.10
N 14.11538 9.45276 29.19782 -4.79 0.30 2.80
O 14.48005 11.17355 30.76456 1.66 -3.03 -4.11
H 16.25289 11.71515 29.15076 -0.38 -1.45 -0.23
H 15.65200 10.85440 27.88564 -0.17 -0.94 -0.72
H 13.16667 9.26429 29.69810 2.22 0.53 -0.80
H 14.29054 9.03297 28.34417 0.56 -0.45 -2.16
N 18.50597 11.06620 27.15138 -1.76 1.57 3.99
C 18.76805 10.40033 26.08848 2.16 -9.96 0.72
N 18.95123 11.03588 24.99781 0.60 3.91 -4.19
O 19.02365 8.98514 26.08697 -1.74 7.22 0.09
H 18.35071 10.43890 27.97764 0.75 0.74 -1.32
H 18.27600 12.08827 27.30160 0.55 -2.24 -1.24
H 18.92061 10.55770 24.10546 0.53 0.18 0.50
H 19.22605 12.03888 25.08366 -0.55 -1.41 -0.71
N 18.33928 9.62401 29.37251 0.28 4.73 0.47
C 18.72795 8.64668 30.13937 8.78 -1.98 2.52
N 17.96990 7.63331 29.93837 -2.29 -3.83 1.15
O 20.03302 8.52488 30.75732 -7.26 1.13 -2.98
H 18.96869 10.41693 29.55022 -0.48 0.20 0.01
H 17.33488 9.87804 29.37839 0.87 -0.44 0.07
H 18.15543 6.87576 30.52879 0.78 -1.40 0.88
H 16.95581 7.64358 29.83491 0.02 0.74 -0.39
N 17.04177 12.92873 29.72325 -2.97 1.03 4.08
C 18.22295 13.14551 29.18311 5.32 -4.33 1.20
N 18.12188 13.85778 28.07687 4.78 0.98 -2.44
O 19.34247 12.35593 29.54368 -6.03 5.23 -1.91
H 17.10274 12.49049 30.64406 -0.01 -0.01 -0.20
H 16.17850 13.56000 29.72047 2.07 -0.70 -0.35
H 19.03407 13.92307 27.57295 -1.06 0.16 0.73
H 17.41247 14.38287 27.63104 -1.15 0.26 0.50
C 12.61207 6.76327 25.55027 0.85 -0.52 3.03
C 13.00030 8.00061 24.79340 -6.76 0.67 2.61
C 12.62677 9.24287 25.69226 0.77 -0.11 -2.12
O 14.22085 8.12330 24.54340 9.20 0.41 -2.75
H 12.77504 5.74072 25.20358 0.24 0.41 -0.66
H 11.57744 6.85116 25.84757 -0.54 -0.06 -0.34
H 13.11541 6.79866 26.58043 -0.24 -0.11 -1.25
H 12.45273 7.95895 23.87940 -1.32 0.42 -0.87
H 13.39417 9.47567 26.44662 -0.13 -0.25 -0.63
H 11.76122 8.99368 26.17101 -2.60 -0.11 1.41
H 12.43013 10.09817 25.01293 0.23 -0.14 0.54
H 14.40979 8.90509 23.98691 -0.17 -0.84 0.37
C 13.19114 12.52666 26.84396 0.20 -1.75 0.39
C 14.41265 12.25940 26.00962 -2.22 11.14 -0.15
C 15.54337 13.26274 26.42344 -2.50 1.46 -0.42
O 15.04236 11.21152 26.02190 3.88 -11.27 -0.44
H 13.01390 13.55679 26.93668 -0.36 1.52 -0.37
H 13.41408 12.22989 27.85090 -0.24 -0.63 0.77
H 12.33088 12.00722 26.43125 -0.23 -0.01 0.32
H 14.11083 12.53275 25.02872 -0.30 0.50 -1.43
H 15.26747 14.26352 26.11994 -0.08 0.63 0.42
H 16.46522 13.06490 25.98073 1.39 -0.82 -1.07
H 15.66452 13.16307 27.47067 -0.01 0.19 1.18
H 14.91703 10.75599 25.17957 0.37 -0.67 0.70
C 16.21695 5.90617 27.40426 0.19 -0.94 -0.83
C 16.51283 6.75710 26.20436 -7.43 0.82 3.70
C 16.32894 8.21182 26.59414 -2.35 0.74 -1.72
O 17.61906 6.62948 25.63437 7.57 -2.03 -3.95
H 15.20561 6.06649 27.69573 -0.88 0.12 0.39
H 16.84998 6.06740 28.22937 0.91 0.30 0.97
H 16.30977 4.88553 27.07773 0.06 -0.74 0.14
H 15.77784 6.33799 25.42016 -0.58 1.39 1.43
H 15.31860 8.32332 26.92450 -1.25 -0.03 0.40
H 16.28931 8.77305 25.64752 0.60 0.23 0.42
H 16.90275 8.72001 27.32837 1.32 -0.38 0.37
H 17.28318 6.55253 24.75160 1.77 -0.06 -1.16
C 11.05955 10.20792 28.84722 0.48 0.14 -2.52
C 11.01432 9.00888 29.75123 -5.61 0.23 -5.21
C 11.30323 7.66999 29.12966 -2.38 -0.57 -1.23
O 11.77794 9.25667 30.71363 6.21 1.01 7.19
H 11.45548 11.12808 29.23946 0.03 0.08 0.99
H 10.11529 10.48582 28.36253 0.13 -0.48 0.05
H 11.79431 9.96038 28.07742 -0.29 0.31 -0.43
H 10.04534 9.08518 30.19199 -1.85 -0.92 -0.34
H 12.31517 7.50600 28.88344 1.58 -0.30 0.60
H 10.90720 7.62373 28.10527 -0.65 -0.09 0.31
H 10.82101 6.86261 29.72935 0.77 0.35 -0.47
H 11.63010 8.54570 31.34150 0.72 0.09 0.81
C 12.17496 10.22896 33.50844 -1.17 0.68 1.24
O 13.53109 9.95981 33.22343 -0.83 0.99 -0.64
H 11.98803 10.31188 34.60440 0.46 -0.11 -0.57
H 11.46868 9.47233 33.17161 0.17 -0.54 -0.12
H 11.73310 11.16080 33.08425 0.83 -0.33 0.04
H 13.71919 10.54848 32.45972 0.51 -0.70 0.17
C 14.74580 7.54585 31.58104 1.00 -0.22 -1.26
O 15.20618 7.49955 30.22316 -0.27 -0.77 0.40
H 15.24038 8.30878 32.13801 0.60 0.21 0.66
H 14.73588 6.57276 32.00036 1.08 -1.03 0.56
H 13.73295 7.73471 31.64932 -2.37 1.06 -0.30
H 14.72018 8.20361 29.72187 0.82 -1.05 1.06
C 12.08968 13.18519 30.74708 0.19 -0.28 -1.71
O 12.14802 14.51144 31.10872 0.71 1.91 0.69
H 12.41855 13.07312 29.66124 -0.13 -0.31 1.28
H 11.05460 12.91944 30.80913 -0.66 -1.09 0.05
H 12.72354 12.63283 31.42598 0.01 -0.32 -0.19
H 11.59765 15.01250 30.51187 -0.18 0.28 -0.09

[2]
82
Properties=species:S:1:pos:R:3:forces:R:3 method="wB97M-V/def2-TZVPD" homo_ev="-3.891 / -3.382"
Ca -0.77000 -0.43925 -3.44382 0.68 0.28 0.08
C -1.04748 1.28194 -5.64543 0.87 -0.54 -0.69
C -1.43420 2.05358 -4.60094 -0.46 0.36 1.10
C -2.87604 2.32565 -4.27743 -0.79 -0.02 0.31
C -3.78836 1.07368 -4.38301 -0.45 0.61 0.16
C -3.11811 -0.18834 -3.86683 -1.28 1.26 1.45
C -2.54347 -1.10719 -4.72321 1.18 -0.62 -1.40
C -2.36234 -0.83732 -6.19858 -0.21 0.09 -0.77
C -1.99155 0.63752 -6.60954 -0.53 -1.25 -0.75
C 1.75826 -2.20855 3.18114 0.21 0.37 -0.40
H -0.00908 1.30323 -5.97464 0.00 0.16 0.03
H -0.73095 2.75874 -4.14818 0.02 -0.18 -0.12
H -3.30624 3.14272 -4.88895 0.13 -0.04 -0.13
H -2.93712 2.69898 -3.24562 0.03 -0.11 -0.12
H -4.72138 1.27834 -3.82579 0.35 -0.05 0.09
H -4.17093 0.98830 -5.41242 0.32 -0.30 0.38
H -3.42999 -0.47716 -2.85742 -0.24 -0.29 -0.29
H -2.27145 -2.11692 -4.37868 -0.54 -0.08 -0.11
H -3.27302 -1.13480 -6.74118 -0.14 0.06 -0.32
H -1.57837 -1.49433 -6.60283 -0.10 0.13 0.16
H -1.52644 0.58567 -7.61191 0.02 -0.06 0.37
H -2.91170 1.21152 -6.81137 0.48 -0.04 0.38
H 2.08883 -3.22927 3.40173 0.02 0.25 0.32
H 1.58585 -2.21601 2.10775 -0.63 -0.12 -0.14
H 0.87200 -1.89950 3.76702 0.40 -0.35 -0.54
P -0.89579 -1.23573 1.31680 -0.55 -0.47 -1.21
P 0.78828 1.34236 0.87607 -0.15 1.29 -0.08
N -1.21855 -2.59413 0.25922 -0.10 -0.89 -0.27
N -2.10123 -1.50444 2.51131 -0.51 -0.20 1.13
N 1.28312 1.30273 -0.78132 -0.11 -1.84 -1.47
N 1.27282 2.98725 1.17413 0.09 1.03 0.61
C -1.71072 0.09698 0.28753 -0.15 0.17 -0.15
C -1.05594 1.48347 0.54604 -0.08 0.15 0.57
C -0.23909 -3.53765 -0.09467 -0.80 0.17 -0.66
C -0.80624 -4.48083 -0.93475 -0.20 0.52 0.76
C -2.21356 -4.17965 -1.02566 0.51 0.74 0.42
C -2.42919 -3.01439 -0.30231 0.54 -0.78 -0.15
C -1.92773 -2.52575 3.47270 -1.02 1.16 0.19
C -2.91724 -2.37705 4.43395 0.48 0.43 -0.92
C -3.71995 -1.23151 4.06888 0.95 -0.09 -0.59
C -3.18917 -0.70500 2.89924 0.20 -0.83 0.66
C 2.45551 0.61140 -1.17534 -0.29 1.67 -0.31
C 2.45694 0.54849 -2.55119 -0.03 -0.31 -0.13
C 1.25061 1.12532 -3.04747 -0.22 0.87 1.32
C 0.48422 1.50100 -1.92511 1.40 1.60 -0.43
C 1.10029 4.17113 0.42454 0.35 0.27 1.14
C 1.53740 5.25473 1.18009 -0.12 -1.47 0.46
C 1.98941 4.72293 2.46636 -0.43 -0.47 -0.89
C 1.83478 3.34787 2.41863 -0.40 0.82 -0.60
H -2.80612 0.14257 0.50425 0.86 -0.07 -0.52
H -1.58639 -0.19629 -0.79725 -0.19 0.28 1.13
H -1.27183 2.16762 -0.28677 -0.01 -0.18 0.42
H -1.48035 1.95808 1.45953 0.26 -0.35 -0.42
H 0.76814 -3.43105 0.27340 0.03 0.03 -0.08
H -0.29543 -5.32624 -1.38384 -0.11 0.21 0.16
H -2.95927 -4.78952 -1.53009 0.17 0.37 0.11
H -3.35396 -2.51587 -0.05564 0.07 0.09 -0.10
H -1.09244 -3.21294 3.39166 -0.30 0.08 -0.02
H -3.01837 -2.98331 5.32410 -0.09 0.03 -0.19
H -4.54405 -0.82104 4.64027 0.13 -0.09 -0.21
H -3.45241 0.18386 2.33159 -0.03 -0.38 0.30
H 3.31143 0.60591 -0.48898 -0.63 -0.69 -0.18
H 3.20252 0.10148 -3.20176 0.11 0.23 0.37
H 1.04948 1.50501 -4.05502 0.00 -0.66 0.36
H -0.35213 2.23337 -1.91267 0.70 -1.06 -0.07
H 0.67511 4.14387 -0.56882 0.11 -0.05 0.10
H 1.53354 6.30549 0.89135 -0.02 -0.47 0.00
H 2.34113 5.31514 3.31364 -0.02 -0.38 -0.41
H 2.04095 2.57430 3.15025 -0.01 0.17 -0.12
O 2.76618 -0.03776 4.17420 0.37 -0.84 -1.04
B 2.89850 -1.16802 3.33252 0.20 0.18 0.32
O 4.23502 -1.38843 2.91435 -0.97 0.19 -0.34
C 4.96095 -0.76803 3.90098 -1.91 0.88 1.76
C 6.09924 -1.29441 4.45666 0.20 -0.01 -0.19
C 6.28239 -1.10204 5.82926 0.61 -0.03 -0.46
C 5.39742 -0.33119 6.57116 0.27 -0.29 0.51
C 4.24615 0.22475 6.02872 0.56 0.38 -0.49
C 4.04237 0.02805 4.68232 1.26 -1.36 0.10
H 6.71730 -1.95376 3.84433 -0.14 0.04 0.40
H 7.09852 -1.67045 6.28663 -0.26 0.54 0.09
H 5.53075 -0.28508 7.64045 0.10 0.11 0.14
H 3.48001 0.68515 6.63169 -0.03 0.04 0.11

[3]
13
Properties=species:S:1:pos:R:3:forces:R:3 method="wB97M-V/def2-TZVPD" charge=+1 homo_ev=-14.385
C 0.11445 0.90379 1.14118 -0.45 -1.11 -1.21
C -2.10471 -1.52077 -0.36497 -1.15 0.56 1.26
N -0.92990 -1.03548 -0.39939 0.44 0.07 -2.50
N 1.02326 1.47598 0.41545 0.05 -1.00 1.23
Cl 3.27143 -0.59538 -0.52313 0.36 0.11 0.06
H -0.90136 1.22146 1.01562 -0.29 0.97 0.24
H 0.10163 -0.04402 1.74958 1.37 1.17 -0.75
H -2.83276 -1.73048 -1.24086 1.49 0.08 1.38
H -2.48843 -1.59262 0.72274 0.04 -0.28 -1.95
H -0.55786 -0.92833 -1.41208 -0.83 -0.23 1.89
H 3.17792 -1.73503 -1.08713 -0.13 -0.23 -0.10
H 1.95634 1.07533 0.29232 -0.30 -0.03 0.43
H 0.89112 2.33637 -0.10368 -0.59 -0.09 0.02

Respective ΔE to the lowest compared entry with this formula, charge and spin values: 15.1970, 0.0000, 0.7399 eV.